18
Properties=species:S:1:pos:R:3:lowdin_charge:R:1 method="wB97M-V/def2-TZVPD" total_energy_ev=-21746.963 max_force_ev_per_a=4.7 orbital_gap_ev=8.803 homo_ha=-0.360
C -3.517 -0.571 0.648 -0.055
C -2.188 -0.535 0.065 -0.399
C -1.229 -1.675 0.048 -0.081
C 2.598 0.889 -1.302 -0.084
C 3.375 -0.165 -0.886 -0.091
N -2.619 -0.071 1.396 0.129
O -0.279 1.975 0.472 -0.450
O 1.239 2.735 2.199 -0.445
S -0.103 2.309 1.857 0.881
H -1.925 0.297 -0.739 0.142
H -1.041 -2.127 0.993 0.068
H -0.344 -1.318 -0.410 0.048
H -1.648 -2.446 -0.622 0.082
H -4.494 -0.739 0.471 0.072
H 1.984 0.960 -2.236 0.060
H 2.777 1.798 -0.660 0.052
H 3.351 -1.162 -1.284 0.021
H 4.062 -0.155 -0.010 0.051



18
Properties=species:S:1:pos:R:3:lowdin_charge:R:1 method="wB97M-V/def2-TZVPD" total_energy_ev=-12962.717 smiles="[H]/N=C(/C)C=O.CC(=O)O" max_force_ev_per_a=3.6 orbital_gap_ev=9.702 homo_ha=-0.360
H 1.583 1.829 0.636 0.083
N 1.275 0.951 1.051 0.129
C 1.576 -0.105 0.448 -0.368
C 1.408 -1.486 0.948 -0.050
C 2.345 0.049 -0.971 -0.160
O 2.882 1.080 -1.264 0.065
H 1.021 -1.486 1.964 0.091
H 0.662 -1.984 0.325 0.074
H 2.326 -2.062 0.849 0.085
H 2.668 -0.915 -1.414 0.120
C -3.038 0.473 -0.814 0.005
C -1.611 0.396 -0.314 -0.537
O -0.981 -0.651 -0.415 0.046
O -1.416 1.302 0.643 0.086
H -3.148 -0.030 -1.770 0.083
H -3.371 1.507 -0.839 0.080
H -3.668 -0.072 -0.110 0.094
H -0.513 1.204 1.047 0.073